No. 1
# C9H20AgF6N4O12S6

A structure of composition C9H20AgF6N4O12S6 (ωB97M-V with the def2-TZVPD basis set, the Open Molecules 2025 dataset).

For the HOMO-LUMO gap, the calculation gives 8.39 eV. For the HOMO energy, the calculation gives -7.380 eV.

The geometry in ORCA input format:
```
! wB97M-V def2-TZVPD RIJCOSX def2/J DEFGRID3
* xyz -1 1
Ag -0.675 6.681 18.158
C -5.210 6.848 9.410
C -5.697 8.140 10.141
C -4.746 8.904 10.998
C -4.133 8.141 12.216
N -2.850 8.879 12.764
C -3.315 10.147 13.535
C -2.892 9.973 15.016
C -1.865 8.878 15.045
C -2.165 7.934 13.900
C -1.707 9.228 11.713
H -4.601 6.240 10.079
H -4.896 7.203 8.429
H -5.974 6.074 9.335
H -6.601 7.864 10.685
H -6.105 8.805 9.381
H -5.243 9.825 11.301
H -3.959 9.304 10.359
H -3.820 7.152 11.881
H -4.809 7.904 13.037
H -2.901 11.084 13.165
H -4.403 10.154 13.604
H -2.569 11.001 15.182
H -3.849 9.673 15.442
H -0.882 9.317 14.876
H -1.847 8.231 15.923
H -1.413 7.302 13.427
H -2.954 7.235 14.177
H -1.424 8.385 11.083
H -0.839 9.507 12.310
H -1.898 10.176 11.211
N 1.611 6.770 17.524
S 2.552 7.625 18.320
O 2.532 9.075 18.168
O 3.869 6.978 18.564
F 1.906 7.438 19.767
S 2.594 6.679 16.198
O 3.731 5.813 16.261
O 2.755 7.964 15.538
F 1.541 5.984 15.117
N -1.544 8.430 19.284
S -1.487 9.960 19.435
O -0.476 10.624 20.296
O -2.747 10.673 19.335
F -0.899 10.208 17.896
S -2.068 8.264 20.856
O -3.343 8.765 21.225
O -1.052 8.333 21.865
F -2.426 6.714 20.797
N -1.770 4.779 17.516
S -1.829 4.123 16.168
O -3.223 3.927 15.636
O -0.816 3.210 15.599
F -1.450 5.486 15.353
S -2.565 3.469 18.286
O -1.917 2.174 18.227
O -4.042 3.430 18.281
F -2.200 4.020 19.790
*
```

No. 2
# CH6N2S

A cluster of 2 separate species, CH6N2S in total (ωB97M-V with the def2-TZVPD basis set, the Open Molecules 2025 dataset).

For the HOMO-LUMO gap (alpha / beta), the calculation gives 5.53 / 5.54 eV. For the HOMO energy (alpha / beta), the calculation gives -7.460 / -7.462 eV.

The geometry in ORCA input format:
```
! wB97M-V def2-TZVPD RIJCOSX def2/J DEFGRID3
* xyz 0 1
C 1.829 0.004 0.041
N -2.790 -0.711 -0.243
N 0.571 0.726 -0.132
S -0.550 1.289 0.815
H 1.657 -1.123 -0.102
H 2.455 0.307 -0.784
H 2.402 0.283 0.935
H -3.513 -0.227 0.170
H -2.572 -1.441 0.385
H 0.511 0.895 -1.086
*
```

In kcal per mole, the energy above the lowest of the compared OMol25 structures with the same formula, charge and spin values for the records above are, in order, 123.5 106.8.
In eV/Å, the max |F| values for the records above are, in order, 11.25 3.56.